(1)
DFT (ωB97M-V/def2-TZVPD) results for 2 unconnected molecules or ions with the total composition C7H17N2O5S in a non-equilibrium geometry.

Bonds (Å) are listed after each position.
Geometry (Å):
1 N 1.315 1.664 0.067  N2 1.407, H12 1.014, H13 1.011
2 N 0.542 0.825 -0.757  N1 1.407, C3 1.502, C7 1.500, H14 1.034
3 C -0.627 0.195 -0.054  N2 1.502, C4 1.558, H15 1.106, H16 1.110
4 C -0.248 -1.001 0.870  C3 1.558, O5 1.433, H17 1.116, H18 1.108
5 O 0.687 -1.931 0.310  C4 1.433, C6 1.425
6 C 1.828 -1.260 -0.218  O5 1.425, C7 1.555, H19 1.102, H20 1.115
7 C 1.325 -0.312 -1.343  N2 1.500, C6 1.555, C8 1.562, H21 1.113
8 C 2.399 0.140 -2.383  C7 1.562, S9 1.834, H22 1.109, H23 1.114
9 S 4.084 0.456 -1.730  C8 1.834, O10 1.499, O11 1.479, H24 1.393
10 O 4.614 1.606 -2.532  S9 1.499
11 O 4.138 0.801 -0.292  S9 1.479
12 H 1.286 2.627 -0.247  N1 1.014
13 H 1.059 1.581 1.041  N1 1.011
14 H 0.157 1.403 -1.523  N2 1.034
15 H -1.356 -0.121 -0.824  C3 1.106
16 H -1.122 0.962 0.577  C3 1.110
17 H 0.052 -0.622 1.876  C4 1.116
18 H -1.192 -1.557 1.033  C4 1.108
19 H 2.626 -1.953 -0.531  C6 1.102
20 H 2.236 -0.648 0.621  C6 1.115
21 H 0.570 -0.893 -1.918  C7 1.113
22 H 2.099 1.023 -2.983  C8 1.109
23 H 2.505 -0.697 -3.110  C8 1.114
24 H 4.893 -0.625 -2.071  S9 1.393
25 O -3.332 0.134 0.495  C26 1.354
26 C -4.327 0.297 1.398  O25 1.354, C27 1.605, H29 1.110, H30 1.111
27 C -4.149 -0.712 2.633  C26 1.605, O28 1.338, H31 1.122, H32 1.118
28 O -5.137 -0.572 3.525  C27 1.338
29 H -5.360 0.127 1.030  C26 1.110
30 H -4.413 1.304 1.861  C26 1.111
31 H -3.109 -0.519 3.009  C27 1.122
32 H -4.041 -1.722 2.167  C27 1.118

Results
Total charge   -1
LUMO   1.01 eV
Highest occupied orbital energy   -0.73 eV
ΔE to the lowest compared entry with this formula, charge and spin   102.6 kJ/mol



(2)
DFT (ωB97M-V/def2-TZVPD) results for C7H17N2PS2 in the gas phase in a non-equilibrium geometry.

Bonds (Å) are listed after each position.
Geometry (Å):
1 H 0.750 0.487 -3.184  N2 0.993
2 N 0.994 0.173 -2.275  H1 0.993, C3 1.246
3 C 2.224 0.005 -2.160  N2 1.246, C4 1.425, H14 1.082
4 C 2.806 -0.296 -0.895  C3 1.425, C5 1.555, H15 1.057, H16 1.132
5 C 2.858 0.745 0.258  C4 1.555, N6 1.400, H17 1.154, H18 1.062
6 N 1.659 0.966 0.945  C5 1.400, P7 1.709, H19 1.007
7 P 0.299 1.912 0.525  N6 1.709, S8 2.153, S9 2.117
8 S 1.063 3.812 1.189  P7 2.153, H20 1.354
9 S -0.900 0.979 1.999  P7 2.117, C10 1.798
10 C -2.382 0.637 1.040  S9 1.798, C11 1.471, H21 1.158, H22 1.090
11 C -2.041 -0.091 -0.191  C10 1.471, C12 1.522, H23 1.121, H24 1.058
12 C -2.562 -1.511 -0.361  C11 1.522, C13 1.507, H25 1.026, H26 1.036
13 C -2.097 -2.464 0.710  C12 1.507, H27 1.123, H28 1.138, H29 1.188
14 H 2.773 0.165 -3.079  C3 1.082
15 H 2.302 -1.164 -0.565  C4 1.057
16 H 3.835 -0.619 -1.242  C4 1.132
17 H 3.698 0.567 1.030  C5 1.154
18 H 3.093 1.651 -0.245  C5 1.062
19 H 1.378 0.126 1.422  N6 1.007
20 H 1.265 3.458 2.481  S8 1.354
21 H -2.957 1.632 0.895  C10 1.158
22 H -2.882 0.096 1.845  C10 1.090
23 H -2.454 0.485 -1.059  C11 1.121
24 H -0.997 -0.236 -0.286  C11 1.058
25 H -3.588 -1.493 -0.367  C12 1.026
26 H -2.095 -1.809 -1.237  C12 1.036
27 H -0.976 -2.494 0.654  C13 1.123
28 H -2.476 -3.488 0.388  C13 1.138
29 H -2.589 -2.229 1.765  C13 1.188

Results
Total charge   0
LUMO   0.75 eV
SMILES string   [H]/N=C/CCNP(S)SCCCC
Highest occupied orbital energy   -8.02 eV
ΔE to the lowest compared entry with this formula, charge and spin   0.0 kJ/mol



(3)
DFT (ωB97M-V/def2-TZVPD) results for 2 unconnected molecules or ions with the total composition C7H17N2S in a non-equilibrium geometry.

Bonds (Å) are listed after each position.
Geometry (Å):
1 C -1.945 0.527 -0.570  N8 1.318, S10 1.515
2 C -0.497 -2.371 -0.654  C5 1.497, H11 1.209, H12 1.154, H13 1.075
3 C 1.473 -0.001 -1.610  C6 1.502, H14 1.127, H15 1.049, H16 1.080
4 C -0.161 2.002 1.741  C7 1.507, H17 1.070, H18 1.057, H19 1.032
5 C -0.106 -1.628 0.585  C2 1.497, N9 1.467, H20 1.132, H21 1.076
6 C 1.395 0.133 -0.116  C3 1.502, N9 1.417, H22 1.099, H23 1.053
7 C 0.005 0.505 1.798  C4 1.507, N9 1.470, H24 1.122, H25 1.092
8 N -1.321 1.302 -1.434  C1 1.318, H26 1.073, H27 1.065
9 N 0.166 -0.188 0.511  C5 1.467, C6 1.417, C7 1.470
10 S -3.174 0.071 0.187  C1 1.515
11 H -0.563 -3.568 -0.500  C2 1.209
12 H -1.533 -2.167 -1.118  C2 1.154
13 H 0.340 -2.168 -1.296  C2 1.075
14 H 1.389 0.965 -2.184  C3 1.127
15 H 2.335 -0.422 -2.035  C3 1.049
16 H 0.661 -0.577 -2.030  C3 1.080
17 H 0.644 2.562 1.315  C4 1.070
18 H -0.871 2.302 1.018  C4 1.057
19 H -0.223 2.468 2.660  C4 1.032
20 H 0.876 -2.050 0.961  C5 1.132
21 H -0.693 -1.818 1.466  C5 1.076
22 H 1.635 1.158 0.203  C6 1.099
23 H 2.146 -0.409 0.386  C6 1.053
24 H -0.823 0.073 2.418  C7 1.122
25 H 0.962 0.348 2.301  C7 1.092
26 H -0.279 1.337 -1.691  N8 1.073
27 H -1.838 1.615 -2.311  N8 1.065

Results
Total charge   +1
LUMO (alpha / beta)   -5.06 / -5.06 eV
Highest occupied orbital energy (alpha / beta)   -12.86 / -12.86 eV
ΔE to the lowest compared entry with this formula, charge and spin   342.1 kJ/mol



(4)
DFT (ωB97M-V/def2-TZVPD) results for C7H17N3 in the gas phase in a non-equilibrium geometry.

Bonds (Å) are listed after each position.
Geometry (Å):
1 C 1.401 -1.505 -0.247  C2 1.687, N8 1.340, H11 1.196, H12 1.151
2 C -0.234 -1.612 -0.648  C1 1.687, N9 1.444, H13 1.087, H14 1.093
3 C 0.009 3.426 -1.710  C6 1.575, H15 1.121, H16 1.142, H17 1.061
4 C 1.357 -1.930 2.003  N8 1.474, H18 1.108, H19 1.191, H20 1.052
5 C -1.875 -1.097 1.206  N9 1.463, H21 1.112, H22 1.034, H23 1.139
6 C -0.680 2.528 -0.615  C3 1.575, C7 1.540, H24 1.110, H25 1.104
7 C 0.132 1.221 -0.537  C6 1.540, N10 1.375, H26 1.141, H27 1.080
8 N 1.696 -0.963 0.943  C1 1.340, C4 1.474
9 N -0.894 -0.658 0.213  C2 1.444, C5 1.463, N10 1.256
10 N -0.419 0.474 0.477  C7 1.375, N9 1.256
11 H 1.610 -2.678 -0.343  C1 1.196
12 H 2.108 -1.055 -1.036  C1 1.151
13 H -0.445 -1.543 -1.712  C2 1.087
14 H -0.612 -2.626 -0.492  C2 1.093
15 H 0.482 2.780 -2.495  C3 1.121
16 H -0.744 4.046 -2.303  C3 1.142
17 H 0.645 4.172 -1.303  C3 1.061
18 H 1.833 -2.907 1.792  C4 1.108
19 H 1.719 -1.607 3.090  C4 1.191
20 H 0.339 -2.195 1.970  C4 1.052
21 H -1.457 -2.001 1.700  C5 1.112
22 H -1.954 -0.331 1.896  C5 1.034
23 H -2.862 -1.383 0.716  C5 1.139
24 H -1.725 2.261 -0.879  C6 1.110
25 H -0.725 3.183 0.274  C6 1.104
26 H 0.092 0.729 -1.566  C7 1.141
27 H 1.202 1.271 -0.395  C7 1.080

Results
Total charge   0
Multiplicity   3
LUMO (alpha / beta)   0.93 / -0.65 eV
Expectation value of S²   2.008
Highest occupied orbital energy (alpha / beta)   -6.12 / -8.80 eV
ΔE to the lowest compared entry with this formula, charge and spin   0.0 kJ/mol